Formula: C35H37Cl3N5O5SSbTi
Source: OMol25
Level of theory: ωB97M-V with the def2-TZVPD basis set

For the total energy, the calculation gives -132638.5006 eV. The value obtained for the molecular weight is 915.764 g mol⁻¹. The calculation puts the LUMO energy (spin up / spin down) at 0.0 / -0.2 eV. The multiplicity is 3.

CARTESIAN COORDINATES (ANGSTROEM)
H  1.646  -4.995  2.863
C  0.800  -1.634  -2.662
C  -3.096  -1.928  0.992
C  1.400  1.581  2.887
H  0.604  2.002  2.289
H  -4.028  -0.415  2.187
H  -2.664  3.090  -0.138
H  3.176  -2.686  1.810
O  -3.088  0.426  6.195
H  -0.100  3.756  0.742
N  1.691  0.181  0.873
C  -3.049  2.796  -1.109
C  1.252  2.204  -3.492
H  0.301  5.270  -2.467
Sb  2.410  -0.276  -2.121
H  3.769  0.591  3.499
H  2.868  -5.342  0.099
C  -1.056  -3.208  -3.864
H  -0.022  -4.641  0.863
O  -2.329  2.597  2.233
H  -0.486  -2.438  3.046
C  2.210  -3.174  1.820
H  0.011  5.295  -0.129
C  0.845  -4.636  0.203
H  0.547  -4.941  -0.796
H  -2.520  -1.424  -0.968
C  -1.320  -1.887  -3.519
H  0.410  -4.773  -3.864
C  0.191  -3.744  -3.604
C  0.771  3.601  -1.199
C  -2.628  -1.283  -3.939
H  0.983  1.123  3.786
C  -1.547  0.438  2.851
N  -0.828  -0.572  2.333
H  -3.134  -0.080  0.023
H  -4.556  -4.381  3.691
Cl  -4.642  2.060  -0.858
H  -2.668  -0.230  -3.689
O  0.213  -2.075  0.300
C  0.516  4.351  0.073
N  -0.769  -1.501  3.285
H  1.565  -2.651  2.524
H  -2.966  2.336  3.808
C  -2.812  0.885  5.115
C  -3.828  -1.476  2.106
H  -3.177  3.634  -1.783
C  3.435  0.229  2.536
O  -3.267  2.060  4.714
C  0.606  4.232  -2.429
H  -2.744  -1.399  -5.018
C  -1.950  0.126  4.169
H  1.460  4.556  0.582
C  2.343  -4.675  2.087
C  -3.518  -4.200  1.823
H  2.053  2.393  3.203
C  2.013  -5.400  0.780
C  1.154  -2.927  -3.038
C  -1.712  1.575  1.950
C  -2.522  -0.982  0.024
H  4.545  -1.306  -0.261
H  -1.816  -3.799  -4.356
Ti  -0.474  -0.241  0.350
C  2.572  -0.514  0.049
O  -1.105  1.391  0.820
N  1.177  2.329  -1.108
C  1.408  1.648  -2.225
C  0.844  3.521  -3.592
C  4.315  -0.516  1.718
C  2.190  0.596  2.070
H  0.729  3.990  -4.561
H  5.305  -0.784  2.066
C  3.892  -0.810  0.451
H  1.457  1.605  -4.371
H  -3.469  -1.792  -3.464
H  2.169  -3.275  -2.894
H  -3.444  -5.267  1.657
S  1.489  -2.898  0.137
Cl  -1.900  1.663  -1.847
H  3.350  -4.915  2.426
C  -4.320  -2.331  3.075
H  -4.841  -1.928  3.935
H  1.770  -6.448  0.947
N  -0.419  -1.126  -2.872
C  -4.155  -3.703  2.949
Cl  -2.303  -4.015  -0.557
C  -1.446  -1.128  4.389
C  -3.006  -3.326  0.878
H  -1.519  -1.748  5.265

Forces on the atoms, in the same order (eV/Å):
H -0.0054 0.0183 -0.0037
C 0.1277 0.3448 -0.1288
C -0.2546 -0.1141 -0.0830
C -0.0654 -0.1083 -0.0039
H 0.0115 0.1438 -0.0045
H 0.0215 0.0243 0.0055
H 0.0385 0.0230 -0.0274
H -0.0092 0.1993 0.0718
O 0.0420 0.0007 -0.0808
H -0.0719 -0.0612 0.0806
N -0.0282 -0.0648 0.3306
C 0.0495 -0.1387 0.0588
C -0.0815 -0.0959 0.0236
H -0.0167 0.0021 0.0072
Sb 0.2569 -0.0824 0.5097
H -0.0518 0.0782 0.0068
H 0.0006 -0.1134 -0.0122
C 0.1469 -0.1179 0.0256
H -0.0547 -0.0266 -0.0062
O -0.0112 -0.3362 0.2352
H 0.1268 0.0405 -0.0840
C 0.0953 0.1539 -0.2957
H 0.0309 0.0379 0.0490
C -0.0260 0.3360 -0.1750
H -0.0546 0.0425 -0.0533
H -0.0480 0.0730 -0.2861
C 0.0160 0.0760 0.0885
H 0.0458 0.0147 -0.0446
C -0.0947 -0.0240 0.0085
C 0.0039 0.0540 -0.2104
C 0.0126 -0.0203 0.1338
H -0.0311 0.0162 0.0070
C 0.5076 -1.1974 0.7312
N -0.9248 0.7566 1.6820
H -0.0125 0.0261 -0.1190
H 0.0067 -0.0050 0.0114
Cl -0.0025 0.0266 0.0010
H -0.0130 0.1035 0.0509
O -0.1121 -0.6467 0.0027
C 0.0617 -0.1007 -0.0097
N -0.2806 0.0140 -0.1671
H 0.0299 0.1191 -0.0603
H 0.0343 -0.1581 0.1298
C 0.0595 -0.1927 0.2067
C 0.0366 -0.0936 -0.0856
H 0.0822 -0.0081 0.0165
C -0.1320 0.1033 0.0763
O -0.0675 0.2646 -0.1429
C -0.0063 -0.0531 0.0462
H -0.0255 0.0310 0.0062
C -0.0032 0.5402 -0.4967
H -0.0087 0.0146 0.0262
C 0.0002 -0.0884 -0.0777
C 0.0056 -0.0190 0.0316
H -0.0034 -0.0052 0.0278
C -0.0082 0.1066 0.1147
C 0.0027 0.0189 0.0822
C -0.2105 1.0704 -0.3893
C -0.2744 -0.4156 0.0654
H 0.0440 0.0258 0.0363
H -0.0480 0.0272 0.0018
Ti 1.6551 -1.9949 -2.0112
C -0.0277 0.1958 -0.7623
O -1.0751 2.6460 1.3865
N 0.0041 0.2292 0.0717
C 0.1618 -0.2299 -0.0802
C 0.0145 -0.0490 -0.0759
C 0.1135 -0.0642 -0.2283
C 0.3202 -0.0596 0.0198
H -0.0269 0.0081 -0.0060
H 0.0146 -0.0145 -0.0337
C 0.0523 0.0886 0.0644
H -0.0001 0.0537 -0.0473
H 0.0130 0.0103 0.0462
H 0.0167 -0.0115 0.0071
H 0.0537 0.0015 -0.0060
S 0.4073 -1.3988 0.5408
Cl -0.2982 0.1504 -0.6934
H -0.0343 0.0209 0.0714
C -0.0072 0.0191 0.0631
H -0.0538 0.0295 -0.0292
H 0.0461 -0.0170 -0.0825
N -0.2906 -0.1359 -0.2696
C -0.0038 -0.0494 0.0323
Cl 0.0034 -0.0917 -0.2846
C 0.1169 -0.1165 0.2495
C 0.0166 0.2214 0.1606
H -0.0515 -0.0820 -0.0446

Results of the Mulliken charge analysis, in e, for atoms 1 through 6: 0.285, -0.335, -0.555, -1.139, -0.297, 0.477